(1)
ORCA calculation (the ωB97M-V functional and the def2-TZVPD basis) on 5 unconnected molecules or ions with the total composition C10H30O10 in a non-equilibrium geometry.

Output
SMILES = OCCO.OCCO.OCCO.OCCO.OCCO
Frontier orbital gap = 9.6 eV

XYZ file:
```
50
Properties=species:S:1:pos:R:3:mulliken_charge:R:1
O 1.401 -4.517 -2.076 -0.579
C 0.566 -4.028 -1.151 0.296
C 0.736 -4.844 0.144 -0.637
O 0.002 -4.381 1.224 -0.467
H 1.511 -3.792 -2.721 0.374
H 0.805 -3.008 -0.890 -0.160
H -0.507 -4.040 -1.499 0.277
H 1.841 -4.835 0.406 0.289
H 0.456 -5.865 -0.155 0.288
H -0.884 -4.372 0.892 0.309
O -0.687 0.291 1.726 -0.573
C -1.012 -0.687 0.781 -0.111
C -0.748 -0.415 -0.659 -0.622
O 0.674 -0.194 -0.955 -0.514
H -1.176 1.106 1.570 0.081
H -0.366 -1.483 1.046 0.299
H -2.090 -0.992 0.855 0.236
H -1.255 0.467 -1.069 0.450
H -1.029 -1.278 -1.287 0.290
H 0.969 0.722 -0.707 0.257
O 4.168 0.322 -3.270 -0.564
C 3.861 -0.441 -2.054 -0.186
C 3.191 -1.738 -2.523 -0.314
O 1.862 -1.518 -2.939 -0.596
H 3.306 0.541 -3.666 0.327
H 4.790 -0.650 -1.531 0.378
H 3.215 0.171 -1.413 -0.010
H 3.269 -2.490 -1.674 0.213
H 3.741 -2.058 -3.417 0.333
H 1.481 -1.079 -2.160 0.560
O -0.475 4.335 0.476 -0.588
C 0.272 3.628 1.532 -0.333
C 1.610 2.964 0.945 -0.408
O 1.215 2.411 -0.290 -0.496
H -0.587 5.223 0.824 0.306
H 0.380 4.372 2.317 0.566
H -0.376 2.879 1.923 0.041
H 1.890 2.202 1.675 0.323
H 2.332 3.751 0.806 0.337
H 0.667 3.008 -0.830 0.245
O -4.154 0.356 2.387 -0.533
C -4.303 1.792 2.736 -0.595
C -4.051 2.660 1.502 -0.243
O -2.761 2.296 0.982 -0.264
H -3.237 0.044 2.607 0.320
H -5.322 1.949 3.078 0.358
H -3.639 2.009 3.573 0.271
H -4.217 3.696 1.821 0.351
H -4.850 2.504 0.693 0.261
H -2.487 3.006 0.414 0.156
```

=====

(2)
ORCA calculation (the ωB97M-V functional and the def2-TZVPD basis) on 7 unconnected molecules or ions with the total composition C10H30O9 in a non-equilibrium geometry.

Output
SMILES = C[C@H]1COC(=O)O1.CO.CO.CO.CO.CO.CO
Frontier orbital gap = 9.6 eV

XYZ file:
```
49
Properties=species:S:1:pos:R:3:mulliken_charge:R:1
C -0.016 0.820 1.294 -1.541
C 0.264 -0.037 0.060 0.650
C 1.554 -0.915 0.107 -0.197
O 1.025 -2.118 -0.443 -0.337
C -0.292 -2.200 -0.446 0.697
O -0.875 -3.244 -0.757 -0.684
O -0.801 -0.978 -0.029 -0.312
H -0.995 1.282 1.163 0.377
H 0.705 1.610 1.502 0.376
H -0.117 0.277 2.234 0.400
H 0.346 0.659 -0.774 0.065
H 2.105 -0.772 1.036 0.290
H 2.205 -0.513 -0.670 0.132
C -3.149 -5.487 -0.998 -0.444
O -2.626 -4.970 -2.221 -0.536
H -2.865 -4.982 -0.074 0.074
H -4.172 -5.825 -1.160 0.298
H -2.713 -6.477 -0.860 0.246
H -2.178 -4.145 -2.021 0.419
C -1.255 4.223 -0.558 -0.398
O -1.609 5.500 -0.132 -0.555
H -0.249 4.170 -0.973 0.184
H -1.415 3.566 0.296 0.098
H -1.887 3.907 -1.388 0.351
H -1.135 5.625 0.693 0.347
C -2.483 -1.882 2.856 -0.517
O -1.368 -2.706 2.912 -0.526
H -2.438 -1.283 1.946 0.184
H -3.397 -2.439 3.064 0.313
H -2.477 -1.159 3.672 0.229
H -1.331 -3.435 2.288 0.310
C -0.090 4.179 3.504 -0.623
O 0.006 4.451 2.134 -0.399
H -0.797 4.946 3.818 0.213
H -0.512 3.183 3.641 0.225
H 0.872 4.298 4.002 0.321
H 0.937 4.417 1.902 0.254
C 2.002 -2.464 -3.673 -0.199
O 1.859 -3.313 -4.803 -0.540
H 1.930 -1.447 -4.061 0.293
H 1.179 -2.557 -2.965 -0.112
H 3.013 -2.522 -3.271 0.254
H 0.920 -3.487 -4.903 0.306
C 3.470 2.413 -0.889 -0.418
O 4.582 2.754 -1.719 -0.556
H 3.638 1.357 -0.676 0.171
H 3.481 2.886 0.092 0.266
H 2.477 2.656 -1.267 0.245
H 4.675 2.179 -2.482 0.302
```

=====

(3)
ORCA calculation (the ωB97M-V functional and the def2-TZVPD basis) on a molecular structure, C10H31AsF6O5 in a non-equilibrium geometry.

Output
Frontier orbital gap = 10.4 eV

XYZ file:
```
53
Properties=species:S:1:pos:R:3:mulliken_charge:R:1
O 0.300 0.193 0.123 -0.118
H 0.404 0.985 0.737 0.517
H 0.050 -0.595 0.696 0.310
H 1.139 0.052 -0.391 0.508
As -1.609 3.262 2.471 2.157
F -1.457 2.502 3.995 -0.471
F -2.227 4.676 3.216 -0.492
F -1.684 4.015 0.916 -0.472
F -0.970 1.828 1.696 -0.787
F -3.203 2.651 2.240 -0.498
F 0.022 3.905 2.612 -0.578
C -4.799 -1.075 -0.134 -1.294
C -3.446 -1.650 0.247 -0.188
O -2.446 -0.639 0.339 -0.223
H -5.561 -1.865 -0.121 0.379
H -4.786 -0.663 -1.141 0.303
H -5.153 -0.331 0.580 0.369
H -3.120 -2.331 -0.538 0.318
H -3.529 -2.234 1.172 0.277
H -2.704 0.008 1.006 0.117
C 1.183 3.632 -0.874 -0.941
C 2.215 3.047 0.065 -0.153
O 1.638 2.301 1.130 -0.607
H 0.515 4.337 -0.378 0.317
H 0.544 2.850 -1.295 0.145
H 1.678 4.164 -1.691 0.396
H 2.857 3.837 0.473 0.394
H 2.892 2.391 -0.486 0.087
H 1.190 2.917 1.737 0.343
C 1.300 -1.036 -2.993 -1.267
C 2.612 -0.454 -2.517 0.535
C 2.869 0.923 -3.076 -1.209
O 2.564 -0.404 -1.063 -0.591
H 1.131 -2.014 -2.541 0.193
H 1.300 -1.138 -4.075 0.461
H 0.462 -0.396 -2.699 0.294
H 3.417 -1.140 -2.796 0.384
H 2.071 1.593 -2.739 0.131
H 2.796 0.924 -4.164 0.426
H 3.815 1.339 -2.734 0.330
H 3.457 -0.421 -0.709 0.260
C -0.197 -3.218 -0.171 -1.288
C -0.182 -3.166 1.344 0.729
C 0.915 -4.042 1.920 -1.440
O 0.019 -1.785 1.727 -0.522
H 0.783 -2.997 -0.598 0.176
H -0.933 -2.512 -0.557 0.252
H -0.526 -4.206 -0.493 0.499
H -1.173 -3.459 1.702 0.158
H 0.781 -5.070 1.578 0.376
H 0.942 -4.053 3.010 0.430
H 1.881 -3.692 1.552 0.305
H -0.036 -1.746 2.688 0.261
```

=====

Asked for energy relative to the best compared isomer or geometry (same formula, charge and spin) across the records above, the calculation gives 84.46, 202.89, 0.00 kJ/mol in order.